# 1
C7H10 as an isolated structure, computed with the ωB97M-V functional and the def2-TZVPD basis.

Calculated values
Kohn-Sham gap = 9.79 eV
ΔE to the lowest compared entry with this formula, charge and spin = 46.6 kcal/mol
Total charge = 0
LUMO = 1.06 eV

Element x y z (Å)
1 C 2.001 -0.045 0.082
2 C 0.491 0.065 -0.034
3 C -0.375 -0.780 0.946
4 C -1.504 -0.398 -0.026
5 C -0.431 -0.573 -1.152
6 C -1.478 1.140 0.086
7 C -0.177 1.430 0.078
8 H 2.544 0.525 -0.679
9 H 2.312 0.342 1.063
10 H 2.344 -1.087 0.034
11 H -0.449 -0.442 1.983
12 H -0.134 -1.850 0.895
13 H -2.479 -0.891 0.005
14 H -0.691 -0.068 -2.092
15 H 0.008 -1.553 -1.336
16 H -2.332 1.807 0.096
17 H 0.349 2.377 0.052

# 2
A 2-piece molecular cluster, C7H10 overall, computed with the ωB97M-V functional and the def2-TZVPD basis.

Calculated values
Kohn-Sham gap (spin up / spin down) = 7.81 / 8.41 eV
ΔE to the lowest compared entry with this formula, charge and spin = 143.1 kcal/mol
Total charge = 0
LUMO (spin up / spin down) = 0.23 / -0.13 eV

Element x y z (Å)
1 C 2.119 -0.715 0.376
2 C 2.943 -0.241 -0.577
3 C -0.926 0.570 0.070
4 C -1.177 1.418 -0.878
5 C 1.384 -1.144 1.257
6 C -2.449 1.510 -1.710
7 C 0.589 -1.806 2.257
8 H 2.917 -0.670 -1.561
9 H 3.630 0.560 -0.376
10 H -1.476 -0.205 0.561
11 H -0.401 2.112 -1.181
12 H -2.479 0.673 -2.407
13 H -2.466 2.434 -2.281
14 H -3.335 1.464 -1.080
15 H 0.794 -2.879 2.237
16 H -0.469 -1.660 2.035
17 H 0.802 -1.421 3.255

# 3
C7H10 in the gas phase, computed with the ωB97M-V functional and the def2-TZVPD basis.

Calculated values
Kohn-Sham gap = 8.21 eV
ΔE to the lowest compared entry with this formula, charge and spin = 131.4 kcal/mol
Total charge = 0
LUMO = 1.05 eV

Element x y z (Å)
1 C 0.170 0.019 1.800
2 C -0.528 0.753 0.706
3 C 1.271 0.689 1.144
4 C 0.343 0.702 -0.771
5 C 0.754 -0.709 -1.214
6 C -0.697 -1.209 -0.944
7 C -1.086 0.224 -0.572
8 H -0.139 0.384 2.770
9 H 0.134 -1.066 1.727
10 H -0.943 1.692 0.985
11 H 1.412 1.716 1.474
12 H 0.665 1.614 -1.257
13 H 1.564 -1.161 -0.642
14 H 0.992 -0.734 -2.283
15 H -1.206 -1.574 -1.842
16 H -0.817 -1.951 -0.148
17 H -1.983 0.722 -0.922

# 4
C7H10 in the gas phase, computed with the ωB97M-V functional and the def2-TZVPD basis.

Calculated values
SMILES string = C=CC1CC(=C)C1
Kohn-Sham gap = 10.45 eV
ΔE to the lowest compared entry with this formula, charge and spin = 44.4 kcal/mol
Total charge = 0
LUMO = 1.11 eV

Element x y z (Å)
1 C -0.227 -1.031 0.947
2 C -2.342 -0.077 -0.251
3 C -1.106 -0.553 -0.192
4 C 1.176 1.888 0.049
5 C 1.523 0.696 0.525
6 C 1.001 -0.633 0.064
7 C 0.055 -0.615 -1.164
8 H -0.299 -2.111 1.117
9 H -0.319 -0.505 1.902
10 H -2.973 -0.049 0.634
11 H -2.764 0.310 -1.174
12 H 0.510 1.996 -0.802
13 H 1.535 2.802 0.509
14 H 2.165 0.646 1.406
15 H 1.811 -1.369 0.022
16 H 0.168 0.184 -1.903
17 H 0.086 -1.578 -1.688

# 5
A 2-piece molecular cluster, C7H10 overall, computed with the ωB97M-V functional and the def2-TZVPD basis.

Calculated values
SMILES string = C1=C2[C@H]3C[C@H]3[C@H]2C1.[H][H]
Kohn-Sham gap = 9.84 eV
ΔE to the lowest compared entry with this formula, charge and spin = 125.0 kcal/mol
Total charge = 0
LUMO = 1.16 eV

Element x y z (Å)
1 C -1.481 0.192 0.728
2 C -1.491 0.476 -0.749
3 C -0.777 1.423 0.233
4 C 0.585 1.178 -0.479
5 C 1.697 0.122 -0.165
6 C 0.860 -0.839 -1.017
7 C -0.097 0.086 -1.216
8 H -2.411 0.395 1.255
9 H -0.928 -0.664 1.109
10 H -2.399 0.632 -1.322
11 H -1.111 2.406 0.555
12 H 0.901 2.063 -1.038
13 H 1.707 -0.190 0.887
14 H 2.720 0.377 -0.470
15 H 0.915 -1.917 -1.150
16 H 0.960 -2.671 1.494
17 H 0.350 -3.069 1.345

# 6
C7H10 in the gas phase, computed with the ωB97M-V functional and the def2-TZVPD basis.

Calculated values
SMILES string = C#CC1(CC)CC1
Kohn-Sham gap = 10.43 eV
ΔE to the lowest compared entry with this formula, charge and spin = 55.5 kcal/mol
Total charge = 0
LUMO = 1.14 eV

Element x y z (Å)
1 C -0.133 -0.534 -2.081
2 C -0.612 -0.826 -0.660
3 C 0.012 0.048 0.421
4 C -0.705 1.330 0.788
5 C -0.719 0.175 1.740
6 C 1.457 0.041 0.566
7 C 2.637 0.045 0.817
8 H -0.242 0.527 -2.334
9 H -0.718 -1.113 -2.805
10 H 0.920 -0.804 -2.210
11 H -1.698 -0.676 -0.606
12 H -0.432 -1.881 -0.421
13 H -0.111 2.202 1.038
14 H -1.619 1.542 0.238
15 H -1.631 -0.402 1.863
16 H -0.098 0.245 2.628
17 H 3.676 0.047 1.063

# 7
C7H10 in the gas phase, computed with the ωB97M-V functional and the def2-TZVPD basis.

Calculated values
SMILES string = C=C[C@@H]1C[C@@H]1C=C
Kohn-Sham gap = 9.09 eV
ΔE to the lowest compared entry with this formula, charge and spin = 101.4 kcal/mol
Total charge = 0
LUMO = 0.90 eV

Element x y z (Å)
1 C -1.405 -0.365 -0.903
2 C -0.377 -1.248 -0.276
3 C 0.003 -0.364 -1.430
4 C 0.910 0.606 -0.729
5 C 0.453 1.769 -0.262
6 C 0.219 0.017 1.979
7 C 0.392 -0.853 0.958
8 H -2.148 -0.875 -1.514
9 H -1.786 0.487 -0.352
10 H -0.537 -2.331 -0.312
11 H 0.237 -0.711 -2.432
12 H 1.940 0.281 -0.593
13 H -0.451 2.179 -0.690
14 H 0.964 2.364 0.491
15 H 0.073 1.095 1.953
16 H 0.261 -0.414 2.970
17 H 1.154 -1.613 1.130

# 8
C7H10 in the gas phase, computed with the ωB97M-V functional and the def2-TZVPD basis.

Calculated values
SMILES string = C1[C@@H]2CC3(CC3)[C@H]12
Kohn-Sham gap = 9.28 eV
ΔE to the lowest compared entry with this formula, charge and spin = 82.9 kcal/mol
Total charge = 0
LUMO = 1.23 eV

Element x y z (Å)
1 C 1.948 -0.578 -0.409
2 C 1.176 -0.338 -1.631
3 C 0.591 -0.102 0.089
4 C -0.014 1.283 0.538
5 C -1.170 0.542 1.246
6 C -1.993 -0.183 0.246
7 C -0.669 -0.797 0.686
8 H 2.798 0.090 -0.249
9 H 2.199 -1.621 -0.211
10 H 1.371 0.555 -2.245
11 H 0.759 -1.175 -2.206
12 H 0.568 1.961 1.183
13 H -0.360 1.859 -0.336
14 H -1.498 0.738 2.268
15 H -2.114 0.225 -0.756
16 H -2.886 -0.676 0.640
17 H -0.703 -1.786 1.147

# 9
C7H10 in the gas phase, computed with the ωB97M-V functional and the def2-TZVPD basis.

Calculated values
SMILES string = C=C/C=C/C=C/C
Kohn-Sham gap = 9.05 eV
ΔE to the lowest compared entry with this formula, charge and spin = 70.3 kcal/mol
Total charge = 0
LUMO = 0.86 eV

Element x y z (Å)
1 C 1.171 0.013 -2.674
2 C 1.593 -1.264 -2.986
3 C 0.545 0.104 -0.192
4 C 0.350 0.198 -1.524
5 C -1.592 0.580 3.000
6 C -0.460 0.258 2.034
7 C -0.549 0.471 0.735
8 H 1.035 0.734 -3.589
9 H 1.732 -1.965 -2.215
10 H 2.129 -1.475 -3.910
11 H 1.383 -0.390 0.371
12 H -0.739 0.340 -1.871
13 H -1.185 0.499 3.986
14 H -2.101 1.450 2.751
15 H -2.328 -0.310 3.071
16 H 0.378 -0.352 2.421
17 H -1.362 1.111 0.593

# 10
A 2-piece molecular cluster, C7H10 overall, computed with the ωB97M-V functional and the def2-TZVPD basis.

Calculated values
Kohn-Sham gap = 8.86 eV
ΔE to the lowest compared entry with this formula, charge and spin = 121.6 kcal/mol
Total charge = 0
LUMO = 0.60 eV

Element x y z (Å)
1 C -1.410 -0.522 0.832
2 C -2.000 0.204 -0.283
3 C -0.335 0.120 0.047
4 C 0.662 1.125 0.672
5 C 2.007 0.702 0.134
6 C 1.878 -0.320 -0.727
7 C 0.441 -0.763 -0.855
8 H -1.195 -1.767 0.543
9 H -1.602 0.005 1.783
10 H -2.742 1.004 -0.113
11 H -2.177 -0.342 -1.205
12 H 0.437 2.144 0.344
13 H 0.657 1.133 1.772
14 H 2.941 1.202 0.410
15 H 2.713 -0.757 -1.272
16 H 0.109 -0.998 -1.859
17 H -0.385 -2.169 -0.222

# 11
C7H10 as an isolated structure, computed with the ωB97M-V functional and the def2-TZVPD basis.

Calculated values
Kohn-Sham gap = 8.16 eV
ΔE to the lowest compared entry with this formula, charge and spin = 143.1 kcal/mol
Total charge = 0
LUMO = 0.99 eV

Element x y z (Å)
1 C 0.327 -0.142 1.470
2 C 1.683 0.349 1.058
3 C 0.998 -0.009 -0.189
4 C 0.168 1.071 -0.882
5 C -1.110 0.260 -0.946
6 C -0.902 -1.186 -1.324
7 C -0.746 -0.734 0.114
8 H -0.329 0.612 1.906
9 H 0.331 -1.085 2.004
10 H 1.823 1.418 1.232
11 H 2.554 -0.243 1.350
12 H 0.025 2.008 -0.310
13 H 0.598 1.328 -1.856
14 H -2.095 0.716 -1.025
15 H -0.028 -1.510 -1.878
16 H -1.819 -1.740 -1.535
17 H -1.479 -1.115 0.811

# 12
C7H10 as an isolated structure, computed with the ωB97M-V functional and the def2-TZVPD basis.

Calculated values
Kohn-Sham gap = 9.47 eV
ΔE to the lowest compared entry with this formula, charge and spin = 115.9 kcal/mol
Total charge = 0
LUMO = 1.09 eV

Element x y z (Å)
1 C 1.015 0.668 -1.528
2 C 0.007 -0.418 -1.817
3 C 0.161 0.119 -0.431
4 C -0.842 0.921 0.410
5 C -0.283 0.196 1.624
6 C -0.331 -1.521 1.445
7 C 0.671 -0.616 0.816
8 H 0.810 1.671 -1.895
9 H 2.070 0.399 -1.536
10 H -0.887 -0.145 -2.375
11 H 0.374 -1.421 -2.021
12 H -0.624 1.995 0.438
13 H -1.908 0.779 0.204
14 H 0.043 0.683 2.550
15 H -1.162 -1.726 0.762
16 H -0.843 -0.884 2.314
17 H 1.729 -0.700 1.040

# 13
C7H10 in the gas phase, computed with the ωB97M-V functional and the def2-TZVPD basis.

Calculated values
SMILES string = C=C/C=C/C(=C)C
Kohn-Sham gap = 8.83 eV
ΔE to the lowest compared entry with this formula, charge and spin = 65.1 kcal/mol
Total charge = 0
LUMO = 0.49 eV

Element x y z (Å)
1 C -0.355 0.114 2.546
2 C -0.493 -0.648 1.267
3 C -0.451 -2.046 1.276
4 C 0.341 0.216 -0.966
5 C -0.635 0.157 0.017
6 C 1.183 1.095 -3.123
7 C 0.238 1.059 -2.136
8 H -0.508 1.063 2.288
9 H 0.684 -0.024 2.939
10 H -1.097 -0.236 3.335
11 H -1.061 -2.647 0.507
12 H -0.208 -2.677 2.122
13 H 1.217 -0.417 -0.998
14 H -1.437 0.949 -0.020
15 H 1.178 1.989 -3.822
16 H 1.987 0.359 -3.133
17 H -0.581 1.696 -2.101

Number 1: maximum force 0.0169 Eh/bohr, DFT total energy -272.643704 Ha. Number 2: maximum force 0.0182 Eh/bohr, DFT total energy -272.489972 Ha. Number 3: maximum force 0.0360 Eh/bohr, DFT total energy -272.508630 Ha. Number 4: maximum force 0.0069 Eh/bohr, DFT total energy -272.647244 Ha. Number 5: maximum force 0.0063 Eh/bohr, DFT total energy -272.518727 Ha. Number 6: maximum force 0.0083 Eh/bohr, DFT total energy -272.629572 Ha. Number 7: maximum force 0.0339 Eh/bohr, DFT total energy -272.556474 Ha. Number 8: maximum force 0.0568 Eh/bohr, DFT total energy -272.585886 Ha. Number 9: maximum force 0.0894 Eh/bohr, DFT total energy -272.605953 Ha. Number 10: maximum force 0.0528 Eh/bohr, DFT total energy -272.524285 Ha. Number 11: maximum force 0.0178 Eh/bohr, DFT total energy -272.489889 Ha. Number 12: maximum force 0.0266 Eh/bohr, DFT total energy -272.533250 Ha. Number 13: maximum force 0.0863 Eh/bohr, DFT total energy -272.614306 Ha.